The following is a quantum chemistry calculation of a molecular structure, C10H7Br3Cu2F8NO13S2, from OMol25.

Summary:
⟨S²⟩: 3.7658
Kohn-Sham gap (spin up / spin down): 6.778 / 6.708 eV
E: -14016.0351 Ha
spin multiplicity: 4
E_HOMO (spin up / spin down): -7.6 / -10.1 eV
net charge: 0

Each line ends with the Löwdin spin population.
Atoms and positions in Å:
Cu  23.86958  -15.05169  -8.86162  0.086
Cu  21.68951  -12.62284  -7.14095  0.134
C  19.98307  -15.72832  -10.10586  0.001
F  20.62230  -14.76214  -10.72574  0.002
F  18.73413  -15.30457  -9.97490  0.000
F  20.11356  -16.78566  -10.82317  0.000
S  20.64068  -15.99435  -8.29852  0.004
O  20.69564  -14.56023  -7.78599  0.013
O  19.65513  -16.83742  -7.63382  0.000
N  22.26247  -16.57146  -8.74945  0.003
S  22.19082  -18.08262  -8.30852  0.001
O  22.09980  -18.22740  -6.86261  0.000
O  21.30918  -18.87591  -9.17004  0.001
C  24.09776  -18.66287  -8.72161  0.000
F  24.41097  -18.33593  -9.92604  0.000
F  24.84535  -18.19706  -7.80066  0.001
F  24.30808  -20.00234  -8.52874  0.000
C  23.53158  -12.28604  -9.15413  0.587
O  24.51072  -12.91562  -8.87730  0.700
O  22.63099  -13.13102  -9.14031  0.728
O  23.28610  -11.51119  -8.21823  0.725
C  17.85156  -11.79626  -11.16262  0.000
C  18.68071  -10.47079  -11.08560  0.000
O  19.68697  -10.82729  -10.27088  0.002
C  19.26780  -11.74625  -9.39919  0.001
O  19.87405  -11.97374  -8.32089  0.010
O  18.22159  -12.42776  -9.93725  0.000
F  18.11438  -9.31255  -10.55294  0.000
H  18.15596  -12.44765  -11.98184  0.000
H  16.79930  -11.52610  -11.07403  0.000
H  19.16472  -10.12605  -11.99938  0.000
C  18.04979  -15.40202  -13.07973  0.000
C  19.10662  -14.52546  -13.71234  0.000
O  18.36048  -13.68146  -14.56857  0.000
C  17.25667  -14.31415  -14.82841  0.000
O  16.42965  -13.89552  -15.62669  0.000
O  17.07411  -15.43936  -14.05929  0.000
F  20.09470  -15.21300  -14.31366  0.000
H  17.45682  -14.97605  -12.27039  0.000
H  18.26743  -16.46059  -12.93771  0.000
H  19.65051  -13.82420  -13.07947  0.000
C  21.83474  -19.30998  -12.98503  0.000
Br  22.66470  -20.78864  -11.91212  0.000
Br  19.90040  -19.83445  -12.80409  0.000
Br  22.58154  -18.90538  -14.82147  0.000
H  21.85733  -18.37924  -12.41819  0.000

Atoms 1-2, force components in eV/Å:
Cu -1.0 0.5 0.1
Cu 0.1 -0.1 -1.1